Below is 5 unconnected molecules or ions with the total composition C29H52N13O4S4 in a non-equilibrium geometry, with properties calculated with ωB97M-V/def2-TZVPD.

Bonds (Å) are listed after each position.
Positions of all 102 atoms, in Å:
1 N 1.411 -5.105 3.267  C2 1.466, H31 1.013, H32 1.014
2 C 1.733 -4.317 2.073  N1 1.466, N3 1.476, H33 1.097, H34 1.099
3 N 0.503 -4.101 1.286  C2 1.476, C4 1.318, H35 1.008
4 C 0.486 -3.080 0.451  N3 1.318, N5 1.367, N30 1.357
5 N 1.540 -2.235 0.241  C4 1.367, C6 1.344
6 C 1.152 -1.297 -0.640  N5 1.344, C7 1.511, N18 1.351
7 C 2.085 -0.192 -1.079  C6 1.511, C8 1.549, H36 1.101, H37 1.103
8 C 3.298 -0.010 -0.132  C7 1.549, C9 1.563, H38 1.101, H39 1.097
9 C 4.674 -0.348 -0.790  C8 1.563, S10 1.825, H40 1.100, H41 1.105
10 S 5.916 -1.088 0.324  C9 1.825, C11 1.774
11 C 5.759 -0.389 1.947  S10 1.774, S12 1.641, N13 1.426
12 S 6.722 -0.991 3.131  C11 1.641
13 N 4.873 0.680 2.268  C11 1.426, C14 1.363, C17 1.388
14 C 3.685 0.551 2.922  N13 1.363, C15 1.414, H42 1.090
15 C 3.041 1.802 3.075  C14 1.414, N16 1.417, H43 1.082
16 N 3.987 2.657 2.457  C15 1.417, C17 1.293
17 C 5.025 2.034 2.003  N13 1.388, N16 1.293, H44 1.084
18 N -0.119 -1.542 -1.026  C6 1.351, C19 1.464, N30 1.342
19 C -0.902 -0.745 -1.973  N18 1.464, C20 1.548, H45 1.099, H46 1.101
20 C -2.435 -0.917 -1.840  C19 1.548, C21 1.546, H47 1.101, H48 1.104
21 C -2.962 -0.648 -0.411  C20 1.546, S22 1.847, H49 1.101, H50 1.099
22 S -3.007 1.174 -0.113  C21 1.847, C23 1.787
23 C -4.607 1.406 0.647  S22 1.787, S24 1.624, N25 1.428
24 S -5.487 2.735 0.335  C23 1.624
25 N -5.062 0.352 1.497  C23 1.428, C26 1.367, C29 1.378
26 C -6.152 -0.428 1.231  N25 1.367, C27 1.415, H51 1.083
27 C -6.200 -1.275 2.365  C26 1.415, N28 1.367, H52 1.084
28 N -5.163 -0.985 3.206  C27 1.367, C29 1.323
29 C -4.458 0.007 2.686  N25 1.378, N28 1.323, H53 1.082
30 N -0.511 -2.636 -0.357  C4 1.357, N18 1.342, H54 1.009
31 H 1.804 -4.625 4.067  N1 1.013
32 H 1.893 -5.996 3.235  N1 1.014
33 H 2.139 -3.361 2.426  C2 1.097
34 H 2.503 -4.820 1.470  C2 1.099
35 H -0.315 -4.679 1.400  N3 1.008
36 H 2.428 -0.368 -2.110  C7 1.101
37 H 1.541 0.768 -1.103  C7 1.103
38 H 3.347 1.040 0.196  C8 1.101
39 H 3.221 -0.616 0.779  C8 1.097
40 H 5.035 0.539 -1.332  C9 1.100
41 H 4.478 -1.107 -1.569  C9 1.105
42 H 3.306 -0.423 3.232  C14 1.090
43 H 2.085 2.045 3.518  C15 1.082
44 H 5.889 2.434 1.483  C17 1.084
45 H -0.629 -0.928 -3.022  C19 1.099
46 H -0.668 0.311 -1.764  C19 1.101
47 H -2.746 -1.905 -2.213  C20 1.101
48 H -2.888 -0.163 -2.508  C20 1.104
49 H -4.009 -0.980 -0.340  C21 1.101
50 H -2.377 -1.128 0.386  C21 1.099
51 H -6.804 -0.375 0.368  C26 1.083
52 H -6.949 -2.034 2.558  C27 1.084
53 H -3.581 0.493 3.092  C29 1.082
54 H -1.424 -3.051 -0.467  N30 1.009
55 C -5.569 1.913 -4.240  O56 1.224, N57 1.344, H60 1.102
56 O -4.886 1.516 -3.306  C55 1.224
57 N -6.495 2.886 -4.168  C55 1.344, C58 1.455, C59 1.453
58 C -7.271 3.299 -5.328  N57 1.455, H61 1.092, H62 1.090, H63 1.085
59 C -6.726 3.541 -2.892  N57 1.453, H64 1.091, H65 1.091, H66 1.087
60 H -5.475 1.486 -5.251  C55 1.102
61 H -7.088 4.358 -5.522  C58 1.092
62 H -8.330 3.146 -5.126  C58 1.090
63 H -6.993 2.725 -6.205  C58 1.085
64 H -5.800 4.006 -2.550  C59 1.091
65 H -7.033 2.796 -2.156  C59 1.091
66 H -7.500 4.298 -2.991  C59 1.087
67 C 9.019 -4.564 2.544  O68 1.215, N69 1.350, H72 1.103
68 O 8.892 -5.383 1.656  C67 1.215
69 N 9.991 -4.582 3.480  C67 1.350, C70 1.449, C71 1.453
70 C 10.083 -3.569 4.513  N69 1.449, H73 1.092, H74 1.092, H75 1.089
71 C 10.974 -5.652 3.449  N69 1.453, H76 1.091, H77 1.091, H78 1.087
72 H 8.326 -3.714 2.655  C67 1.103
73 H 11.043 -3.055 4.436  C70 1.092
74 H 10.005 -4.040 5.495  C70 1.092
75 H 9.281 -2.840 4.405  C70 1.089
76 H 11.502 -5.635 2.495  C71 1.091
77 H 10.470 -6.614 3.547  C71 1.091
78 H 11.686 -5.529 4.262  C71 1.087
79 C -9.551 1.383 -7.765  O80 1.217, N81 1.348, H84 1.102
80 O -8.728 2.272 -7.652  C79 1.217
81 N -9.276 0.120 -8.149  C79 1.348, C82 1.451, C83 1.452
82 C -10.309 -0.892 -8.263  N81 1.451, H85 1.092, H86 1.092, H87 1.088
83 C -7.902 -0.234 -8.458  N81 1.452, H88 1.091, H89 1.091, H90 1.087
84 H -10.620 1.548 -7.555  C79 1.102
85 H -10.083 -1.721 -7.590  C82 1.092
86 H -10.347 -1.261 -9.290  C82 1.092
87 H -11.281 -0.477 -8.000  C82 1.088
88 H -7.274 -0.063 -7.582  C83 1.091
89 H -7.537 0.394 -9.272  C83 1.091
90 H -7.843 -1.279 -8.751  C83 1.087
91 C 3.083 4.985 4.923  O92 1.217, N93 1.350, H96 1.101
92 O 1.988 5.328 5.328  C91 1.217
93 N 4.256 5.534 5.305  C91 1.350, C94 1.449, C95 1.453
94 C 5.525 5.074 4.779  N93 1.449, H97 1.093, H98 1.093, H99 1.088
95 C 4.240 6.619 6.271  N93 1.453, H100 1.091, H101 1.091, H102 1.088
96 H 3.206 4.173 4.190  C91 1.101
97 H 6.152 4.717 5.600  C94 1.093
98 H 6.031 5.898 4.272  C94 1.093
99 H 5.370 4.262 4.071  C94 1.088
100 H 3.774 6.278 7.197  C95 1.091
101 H 3.654 7.451 5.878  C95 1.091
102 H 5.255 6.953 6.475  C95 1.088

The calculation puts the total energy at -101810.44885 eV. The net charge is +1.